21
Properties=species:S:1:pos:R:3 method="wB97M-V/def2-TZVPD" multiplicity=1 e_above_lowest_ev=0.7766 homo_energy_ha=-0.3663 largest_force_ev_per_a=4.40 e_lumo_ev=0.035 mol_weight_g_mol=199.66 gap_ev=10.002 total_energy_ev=-36335.8032
C -2.592 -1.413 -0.693
C 0.830 1.989 -0.336
C -0.728 -2.269 0.472
C 0.289 0.636 0.151
C -0.492 -0.245 -0.917
N -1.296 -1.213 -0.315
O -3.243 -2.342 -0.438
O -3.154 -0.201 -1.141
O -3.294 2.269 -0.929
S -2.782 1.146 -0.238
Cl -4.084 0.696 1.389
H 1.725 2.220 0.307
H 1.051 1.638 -1.377
H 0.169 2.866 -0.403
H -1.570 -2.991 0.480
H 0.187 -2.592 -0.044
H -0.504 -2.037 1.516
H -0.322 0.585 0.934
H 1.145 -0.047 0.428
H -0.960 0.518 -1.539
H 0.333 -0.743 -1.474